{
  "formula": "C51H71NO7P2S",
  "method": "ωB97M-V/def2-TZVPD",
  "e_tot_ha": -3648.373330,
  "gap_ev": 9.25,
  "max_force_ha_per_bohr": 0.059,
  "lumo_ev": 0.252,
  "species": ["C", "C", "N", "O", "P", "O", "O", "C", "C", "C", "C", "C", "C", "C", "C", "C", "C", "C", "C", "O", "C", "O", "P", "O", "O", "S", "H", "H", "H", "H", "H", "H", "H", "H", "H", "H", "H", "H", "H", "H", "H", "H", "H", "H", "H", "H", "H", "H", "H", "H", "H", "H", "H", "H", "H", "H", "H", "H", "H", "H", "H", "C", "C", "C", "C", "C", "C", "H", "H", "H", "H", "H", "H", "C", "C", "C", "C", "C", "C", "H", "H", "H", "H", "H", "H", "C", "C", "C", "C", "C", "C", "H", "H", "H", "H", "H", "H", "C", "C", "C", "C", "C", "C", "H", "H", "H", "H", "H", "H", "C", "C", "C", "C", "C", "C", "H", "H", "H", "H", "H", "H", "C", "C", "C", "C", "C", "C", "H", "H", "H", "H", "H", "H"],
  "coordinates": [[0.92088, 3.59472, 2.08279], [2.12563, 2.65762, 1.88596], [3.19783, 3.34284, 1.18924], [3.80769, 2.51567, 0.20055], [3.43408, 3.21258, -1.20488], [4.20410, 4.39965, -1.42914], [1.89334, 3.49117, -1.13244], [1.27999, 3.81150, -2.42272], [1.00665, 5.28985, -2.45628], [0.07055, 5.73522, -3.58413], [-1.18033, 4.86555, -3.67161], [-2.40363, 5.53730, -4.28242], [-3.59806, 4.56619, -4.22841], [-4.53951, 4.81651, -3.04405], [-4.16781, 4.07478, -1.77621], [-4.34793, 2.56387, -1.82857], [-3.87367, 1.95619, -0.51853], [-3.69260, 0.44489, -0.58193], [-2.28670, 0.02263, -1.00050], [-2.27402, -1.29722, -1.52305], [-2.66202, -1.35030, -2.87756], [3.63074, 2.04779, -2.30839], [5.14132, 1.52952, -2.65296], [4.88073, 0.23496, -3.53723], [5.84046, 1.01046, -1.33465], [6.23815, 2.73967, -3.65529], [0.00458, 3.13195, 1.73814], [0.78239, 3.88028, 3.11774], [1.04627, 4.48423, 1.48311], [2.41504, 2.30285, 2.87237], [1.77826, 1.81423, 1.31126], [3.91452, 3.69018, 1.80998], [1.89540, 3.50020, -3.26160], [0.38218, 3.21241, -2.45721], [0.67073, 5.64884, -1.49167], [1.96486, 5.77293, -2.61892], [-0.18868, 6.77322, -3.41529], [0.63480, 5.71112, -4.51338], [-1.42408, 4.57112, -2.65486], [-0.91564, 3.94485, -4.18394], [-2.60482, 6.41744, -3.68429], [-2.17003, 5.81433, -5.30342], [-4.13708, 4.61388, -5.16665], [-3.18474, 3.56666, -4.15939], [-5.57216, 4.65831, -3.33187], [-4.46959, 5.87702, -2.81517], [-3.15941, 4.29092, -1.43966], [-4.82982, 4.43281, -0.99147], [-3.84872, 2.10000, -2.67464], [-5.40978, 2.33396, -1.89315], [-4.56356, 2.18272, 0.28606], [-2.91487, 2.39141, -0.23413], [-3.83493, 0.06402, 0.42469], [-4.41996, -0.06718, -1.20202], [-1.63277, 0.02054, -0.13726], [-1.90261, 0.70202, -1.76719], [-2.49637, -2.36404, -3.21254], [-2.07357, -0.65436, -3.47111], [-3.72099, -1.13404, -3.00825], [5.09562, 0.50722, -4.44772], [5.15128, 0.60767, -0.76665], [-7.34395, -1.09285, 3.49748], [-6.89772, -2.01610, 2.56249], [-6.75298, -1.64611, 1.23384], [-7.04607, -0.34869, 0.84254], [-7.48939, 0.57774, 1.77646], [-7.64253, 0.20469, 3.10414], [-7.45693, -1.38344, 4.53436], [-6.66088, -3.02714, 2.86912], [-6.40839, -2.36883, 0.50483], [-6.92574, -0.05762, -0.19360], [-7.71380, 1.59153, 1.46974], [-7.98965, 0.92554, 3.83304], [6.87981, -3.58277, -5.06263], [6.40927, -2.65672, -4.14179], [7.28542, -1.76024, -3.54547], [8.63246, -1.78782, -3.87774], [9.10320, -2.71089, -4.80113], [8.22767, -3.61117, -5.39118], [6.19548, -4.28282, -5.52470], [5.35730, -2.63212, -3.88735], [6.91167, -1.04872, -2.82517], [9.31578, -1.08668, -3.41544], [10.15415, -2.72826, -5.06070], [8.59568, -4.33431, -6.10760], [13.01738, -2.38353, -4.09881], [14.25461, -2.91368, -4.43595], [15.27801, -2.07564, -4.85465], [15.06665, -0.70618, -4.92830], [13.83064, -0.17549, -4.58809], [12.80448, -1.01394, -4.17691], [12.21847, -3.03842, -3.77457], [14.42105, -3.98128, -4.37269], [16.24124, -2.48978, -5.12316], [15.86622, -0.05202, -5.25093], [13.66651, 0.89278, -4.64392], [11.83872, -0.59974, -3.91640], [-3.38919, -5.32710, 1.01825], [-3.90930, -4.62029, 2.09329], [-4.61584, -5.28608, 3.08547], [-4.79514, -6.66033, 3.00662], [-4.27209, -7.36739, 1.93346], [-3.57241, -6.70041, 0.93753], [-2.84084, -4.80633, 0.24364], [-3.76454, -3.54900, 2.15742], [-5.02630, -4.73360, 3.92186], [-5.34259, -7.18097, 3.78240], [-4.41044, -8.43910, 1.87291], [-3.16872, -7.25158, 0.09814], [-5.33767, 0.87077, 6.82402], [-5.16076, 2.11934, 7.40425], [-4.58285, 3.14827, 6.67445], [-4.18897, 2.93118, 5.36117], [-4.36864, 1.68392, 4.78051], [-4.93929, 0.65279, 5.51299], [-5.78637, 0.06727, 7.39415], [-5.47337, 2.29034, 8.42629], [-4.43984, 4.12018, 7.12879], [-3.74212, 3.73521, 4.79035], [-4.06397, 1.51412, 3.75534], [-5.07466, -0.32012, 5.06005], [-1.95150, -5.45171, 6.97140], [-2.04955, -5.24985, 8.34088], [-3.25601, -5.46954, 8.99066], [-4.36263, -5.89910, 8.27205], [-4.26310, -6.10398, 6.90308], [-3.05930, -5.87677, 6.25162], [-1.01151, -5.27739, 6.46405], [-1.18500, -4.92035, 8.90258], [-3.33376, -5.30658, 10.05782], [-5.30251, -6.07475, 8.77946], [-5.12642, -6.44126, 6.34262], [-2.98429, -6.03245, 5.18378]],
  "mulliken_charge": [-0.917, -0.371, -0.449, -0.233, 0.610, -0.697, 0.100, -0.291, -0.633, -0.957, -0.078, -0.901, -0.617, -1.066, -0.680, -0.357, -0.810, -0.150, -0.465, -0.402, -0.719, -0.054, 0.604, -0.363, -0.464, -0.378, 0.097, 0.330, 0.317, 0.494, 0.219, 0.252, 0.319, 0.181, 0.309, 0.407, 0.431, 0.346, 0.012, 0.356, 0.371, 0.388, 0.443, 0.272, 0.399, 0.450, 0.322, 0.367, 0.499, 0.128, 0.458, 0.169, 0.163, 0.193, 0.391, 0.190, 0.266, 0.289, 0.271, 0.279, 0.354, -0.582, -0.233, -0.518, -0.332, -0.484, -0.392, 0.493, 0.401, 0.432, 0.406, 0.394, 0.396, -0.296, -0.586, -0.228, -0.552, 0.004, -0.581, 0.370, 0.383, 0.446, 0.355, 0.311, 0.371, -0.255, -0.424, -0.405, -0.335, -0.547, -0.114, 0.395, 0.363, 0.356, 0.359, 0.369, 0.253, -0.467, -0.440, -0.494, -0.373, -0.421, -0.401, 0.435, 0.511, 0.577, 0.332, 0.379, 0.369, -0.428, -0.411, -0.352, -0.484, -0.389, -0.438, 0.384, 0.364, 0.360, 0.385, 0.491, 0.513, -0.614, -0.327, -0.393, -0.537, -0.174, -0.061, 0.374, 0.362, 0.363, 0.372, 0.302, 0.345]
}